Record 1
Computed, not measured: a structure of composition C26H37F9MgNO2PS, with ωB97M-V/def2-TZVPD.

## Properties
* HOMO energy: -14.0 eV
* charge: +2
* gap between HOMO and LUMO: 5.39 eV
* relative energy (zero: lowest compared OMol25 entry of this formula, charge and spin): 0.0 kJ/mol

```
78
Properties=species:S:1:pos:R:3:forces:R:3
C 3.84641 -0.67891 2.08821 -0.3363 0.9755 2.0169
C 4.83114 -1.82073 2.37396 0.5392 0.3756 -0.2692
C 5.13853 -2.25615 0.94862 -0.3662 -0.8168 0.1706
C 3.84601 -2.83740 0.34078 0.7912 0.4390 -0.5614
C 3.72748 -2.51538 -1.14595 -0.2150 -0.3178 0.3732
C 2.33375 -2.84805 -1.67946 0.1537 1.1133 -0.0108
C 2.29504 -2.89037 -3.18717 -0.4670 -0.1383 -0.3586
C 0.90759 -3.10700 -3.80988 0.4155 -0.1752 0.3562
C -0.22686 -2.16323 -3.41274 0.1823 -0.3100 -0.3022
C -0.23578 -0.77620 -4.03492 -0.7805 -0.2020 0.4671
C -1.54042 -0.05901 -3.62506 0.5336 -0.0916 -0.5197
C -1.60631 1.43031 -3.91135 -0.0567 -0.1872 0.7736
C -0.84015 2.38875 -2.95120 -0.0538 0.0584 -0.1780
C -0.94068 2.02556 -1.51738 -0.1526 0.0323 -0.0298
C 0.00879 1.61438 -0.65593 0.2995 -0.0909 -0.9321
P 1.76743 1.43467 -1.06577 0.3335 0.2199 0.7000
S 2.93443 2.38271 0.21073 0.4024 0.0691 0.7196
C -0.28701 1.28603 0.72321 -0.1750 -0.0448 0.0470
O 0.65867 0.88829 1.42099 0.8676 -0.7924 -0.1578
C -1.60807 1.38327 1.28460 0.1004 0.1157 -0.1687
C -1.78229 0.95716 2.72754 0.5435 0.0931 0.6855
F -0.51368 0.94101 3.42446 -1.2589 0.1070 -0.2354
F -2.48294 1.84334 3.40213 -0.3913 0.4152 0.1311
C -2.45581 -0.45461 2.92045 0.3003 -0.4405 0.2377
F -3.55501 -0.35803 3.67981 0.2139 0.2054 -0.1357
F -2.83020 -0.94366 1.72241 0.2270 0.1886 -0.0450
C -1.52591 -1.50918 3.58970 -0.4559 -0.8153 0.0268
F -0.30621 -1.53893 2.97617 -0.1385 0.2234 0.0888
F -2.09209 -2.70660 3.37876 0.1864 0.2422 -0.0600
C -1.37420 -1.34566 5.14509 -0.5650 -0.3158 0.3195
F -0.16027 -1.75891 5.50548 0.0137 0.2251 0.0090
F -1.55113 -0.07253 5.51665 0.2316 -0.2788 0.0062
F -2.28921 -2.09368 5.76068 0.4778 0.4159 -0.3169
C -2.62085 1.81070 0.49123 -0.3478 -0.1450 0.5001
C -4.05360 1.96506 0.86030 0.2463 0.4294 -0.4298
C -4.48704 3.45818 0.88218 -0.0634 0.3916 0.3934
C -4.17949 4.18542 2.19166 0.2019 -0.1519 -0.1357
N -2.80198 4.65441 2.32024 -0.1252 -0.1273 0.2709
C -2.32990 2.16932 -0.95128 -0.3191 0.0134 -0.1255
O -3.22972 2.56185 -1.64775 0.3303 -0.1341 0.1389
H 2.82303 -1.03824 2.31093 -0.2320 -0.2570 -0.2134
H 3.93633 -0.33047 1.06888 -0.3344 0.2653 -0.1116
H 4.11415 0.18529 2.75597 0.0388 -0.0647 -0.0792
H 4.44615 -2.59744 3.02494 -0.3965 -0.1709 -0.1535
H 5.70561 -1.44209 2.89497 0.1556 0.1999 -0.1118
H 5.40640 -1.34623 0.41724 0.3613 -0.0656 -0.2734
H 5.97106 -2.94636 0.87591 0.0913 -0.1597 0.0288
H 2.99424 -2.31831 0.78126 -0.2398 -0.4193 0.1871
H 3.77627 -3.89724 0.56293 -0.1581 -0.1533 -0.0222
H 3.90550 -1.43766 -1.19797 -0.0083 0.1730 -0.4040
H 4.50718 -2.97203 -1.75039 0.1298 -0.2341 0.0362
H 1.69904 -2.00018 -1.39804 -0.3083 -0.0855 0.3506
H 1.91103 -3.71756 -1.18363 0.0219 -0.3380 -0.1717
H 2.70802 -1.96138 -3.58616 0.2244 0.0948 0.0511
H 2.93705 -3.69931 -3.52743 0.1667 -0.0352 -0.1792
H 0.59862 -4.12078 -3.56385 -0.1139 -0.1577 0.0662
H 1.04955 -3.10653 -4.88686 -0.1836 0.0989 -0.2518
H -0.32859 -2.07942 -2.33250 0.0901 -0.0833 0.2815
H -1.13137 -2.66116 -3.75635 -0.2978 0.0190 0.0928
H 0.66944 -0.21220 -3.80995 0.1654 0.1602 -0.0202
H -0.34332 -0.92517 -5.10318 0.5982 0.2634 -0.3727
H -1.84407 -0.29928 -2.60436 0.0990 0.0250 0.2353
H -2.28511 -0.51419 -4.27115 -0.4045 -0.0725 0.1370
H -1.24862 1.60852 -4.91739 -0.0973 0.2591 -0.2176
H -2.63654 1.73541 -3.79736 -0.2981 0.0439 -0.4981
H -1.37429 3.33119 -3.03862 0.0361 0.2937 -0.0443
H 0.16460 2.58124 -3.29572 0.4041 -0.1864 0.1430
H 1.98859 1.93056 -2.34982 -0.2230 -0.1860 -0.1000
H 2.02905 0.05931 -1.10055 -0.2028 -0.0829 -0.2801
H -4.63435 1.50482 0.06685 -0.0359 -0.2213 -0.1510
H -4.30174 1.47616 1.78604 -0.0564 -0.1074 0.4010
H -4.01753 4.01627 0.08107 0.0456 -0.0260 -0.2552
H -5.55254 3.49898 0.68519 -0.2250 -0.1710 0.0234
H -4.44432 3.53043 3.01931 0.0618 -0.0460 0.2408
H -4.82158 5.05315 2.28293 -0.1839 0.1225 -0.0415
H -2.69430 5.60529 2.00165 0.0663 -0.0040 -0.1104
H -2.13896 4.05996 1.84937 0.1221 0.0527 -0.0654
Mg 2.06781 0.80042 2.71568 -0.2025 0.4827 -1.6061
```
Positions in Å, forces in eV/Å.

Record 2
Computed, not measured: a structure of composition C26H37GeN4V, with ωB97M-V/def2-TZVPD.

## Properties
* ⟨S²⟩: 2.016
* HOMO energy (spin up / spin down): -19.0 / -19.0 eV
* charge: +4
* gap between HOMO and LUMO (spin up / spin down): 6.05 / 6.74 eV
* multiplicity: 3

```
69
Properties=species:S:1:pos:R:3:forces:R:3
V 0.28909 0.07440 -1.51670 -0.0680 -0.1092 -0.4189
C -0.61151 -0.93081 -4.05833 -0.0028 -0.0086 0.0012
N 0.46224 -0.01972 -3.56477 0.0242 0.0087 -0.0043
C 0.28534 1.36861 -4.08048 0.0107 0.0045 0.0051
C -0.79473 2.04543 -3.28265 -0.0167 -0.0060 -0.0058
C -1.59945 3.04550 -3.77764 -0.0001 0.0019 0.0040
C -2.55704 3.61536 -2.94268 0.0018 0.0003 -0.0019
C -2.68921 3.16017 -1.63400 0.0027 0.0005 0.0027
C -1.85515 2.15919 -1.19629 0.0157 0.0141 0.0126
N -0.91400 1.60815 -2.00009 0.0141 -0.0303 0.0052
C 1.81809 -0.54957 -3.88770 0.0006 0.0096 0.0048
C 2.80428 -0.05357 -2.86606 0.0048 -0.0174 0.0052
C 4.15665 0.03870 -3.10407 0.0023 0.0082 -0.0016
C 4.99904 0.43304 -2.06885 -0.0048 -0.0018 -0.0015
C 4.46236 0.73054 -0.81882 0.0000 -0.0003 0.0016
C 3.10362 0.63071 -0.64467 0.0013 0.0300 -0.0014
N 2.27704 0.24591 -1.64808 0.0202 -0.0203 -0.0143
C -0.79091 -2.05611 -3.07500 0.0019 0.0055 -0.0050
C -1.28255 -3.29512 -3.41381 -0.0006 -0.0001 -0.0013
C -1.46125 -4.24717 -2.41286 0.0006 -0.0010 0.0025
C -1.13396 -3.93577 -1.09600 -0.0012 0.0014 -0.0007
C -0.64003 -2.68381 -0.81882 -0.0051 0.0000 0.0011
N -0.47159 -1.75034 -1.78772 0.0227 0.0178 -0.0004
H -0.37114 -1.29914 -5.05767 -0.0001 -0.0010 -0.0005
H -1.54061 -0.36006 -4.13447 -0.0017 -0.0025 0.0011
H 0.05515 1.35576 -5.14781 -0.0049 -0.0030 0.0005
H 1.23018 1.90425 -3.95429 0.0008 -0.0002 -0.0075
H -1.49002 3.37603 -4.80262 -0.0010 -0.0008 -0.0008
H -3.20266 4.40129 -3.31537 0.0000 -0.0003 -0.0007
H -3.43422 3.57340 -0.96854 0.0011 0.0011 0.0005
H -1.93018 1.76840 -0.18782 0.0004 -0.0024 0.0007
H 2.10773 -0.26388 -4.90111 -0.0009 -0.0103 -0.0028
H 1.78013 -1.64156 -3.85395 -0.0005 0.0006 0.0084
H 4.55418 -0.19697 -4.08303 0.0014 -0.0006 0.0006
H 6.06634 0.50976 -2.23731 0.0007 -0.0014 -0.0001
H 5.09267 1.03880 0.00348 0.0005 0.0007 -0.0009
H 2.64275 0.86487 0.30827 -0.0059 -0.0025 -0.0016
H -1.52575 -3.52195 -4.44399 -0.0004 -0.0010 0.0001
H -1.84787 -5.22817 -2.66118 -0.0003 -0.0005 -0.0007
H -1.25655 -4.65733 -0.30023 0.0001 0.0004 0.0010
H -0.36174 -2.40213 0.19065 0.0002 -0.0007 0.0010
C 0.46797 0.30307 9.49857 -0.0004 -0.0019 -0.0017
C -0.74032 -0.03860 8.63724 -0.0069 0.0030 0.0016
C -0.92889 0.91629 7.45386 0.0154 -0.0013 0.0280
C 0.21692 0.75765 6.42781 0.0189 0.0395 -0.0172
Ge 0.15836 2.13571 5.09893 -0.0358 0.0331 0.2571
C -0.05367 4.03257 5.33453 -0.0031 -0.0256 -0.0345
C -0.10499 4.53209 6.77914 0.0034 -0.0010 0.0059
C 1.14386 4.18019 7.57976 -0.0005 -0.0089 0.0019
C 1.06481 4.66469 9.02154 -0.0010 0.0062 -0.0026
H 0.52228 -0.36056 10.35965 -0.0033 0.0000 0.0013
H 0.40517 1.32539 9.87743 0.0019 0.0014 -0.0023
H 1.41423 0.19285 8.96309 0.0005 -0.0009 0.0024
H -1.64704 0.01073 9.24194 0.0026 -0.0004 0.0035
H -0.67266 -1.06596 8.26941 -0.0012 0.0007 -0.0037
H -0.95214 1.94195 7.83250 -0.0043 0.0044 -0.0004
H -1.88931 0.72570 6.96975 -0.0021 0.0007 -0.0032
H 0.21721 -0.22124 5.94825 -0.0139 -0.0041 0.0036
H 1.18391 0.88550 6.92887 0.0060 -0.0271 -0.0023
H 0.21565 1.68232 3.60833 0.0127 0.0950 0.1788
H -0.94589 4.29762 4.75294 0.0002 0.0015 0.0008
H 0.79007 4.47092 4.78385 -0.0012 0.0077 0.0010
H -0.99906 4.15142 7.27761 0.0007 -0.0047 -0.0006
H -0.22101 5.61741 6.74454 -0.0024 0.0000 -0.0025
H 2.02194 4.61093 7.08866 0.0004 -0.0004 -0.0026
H 1.29030 3.08934 7.57883 -0.0003 0.0011 -0.0010
H 0.95692 5.74873 9.05966 0.0001 -0.0002 0.0014
H 1.96416 4.40112 9.57488 -0.0003 -0.0006 0.0003
H 0.20927 4.22626 9.53813 0.0003 -0.0003 -0.0002
```
Positions in Å, forces in eV/Å.

Record 3
Computed, not measured: a structure of composition C26H37N5O3SSi2Sr, with ωB97M-V/def2-TZVPD.

## Properties
* HOMO energy: -0.2 eV
* charge: -2
* gap between HOMO and LUMO: 4.40 eV
* relative energy (zero: lowest compared OMol25 entry of this formula, charge and spin): 0.0 kJ/mol

```
75
Properties=species:S:1:pos:R:3:forces:R:3
Sr -0.86530 0.24016 -0.60246 -0.0208 -0.0083 0.0204
N -0.75214 1.96916 -2.83676 0.0490 0.0113 0.0722
C -1.91298 2.83532 -2.55610 0.0206 -0.0652 -0.0171
C -3.11979 1.89418 -2.48483 0.0041 -0.0375 0.0111
O -3.72526 1.67830 -3.56321 0.0082 0.0233 -0.0120
N -3.29106 1.34255 -1.29746 0.0249 0.0011 -0.0305
C -4.30560 0.30095 -1.26013 -0.0333 -0.0171 0.0020
C -3.78146 -1.11192 -1.60590 0.1099 0.0266 0.0590
O -4.59913 -1.96092 -1.97921 -0.0076 -0.0052 -0.0120
O -2.52587 -1.29622 -1.45207 -0.1397 -0.0237 0.0298
H 0.10283 2.50511 -2.92620 -0.0162 0.0182 -0.0186
H -0.91505 1.46338 -3.70117 -0.0017 0.0024 0.0152
H -2.08350 3.58146 -3.33914 -0.0241 0.0108 0.0047
H -1.73422 3.33161 -1.60195 -0.0027 0.0133 -0.0191
H -5.14636 0.50528 -1.92698 0.0154 0.0150 -0.0178
H -4.69842 0.22752 -0.23788 -0.0112 0.0015 -0.0070
N 1.42605 2.88483 1.43421 -0.0230 0.0007 0.0199
C 2.09379 2.13667 0.47221 -0.0514 0.0465 0.0463
C 3.43514 1.81882 0.74085 0.0293 -0.0071 0.0067
C 4.16268 1.15595 -0.22067 -0.0053 0.0044 0.0060
C 3.54977 0.79888 -1.41408 -0.0116 0.0072 -0.0102
C 2.21309 1.10886 -1.55742 0.0357 -0.0332 -0.0322
N 1.49843 1.79652 -0.65825 -0.0487 0.0174 -0.0134
C 0.08026 3.17313 1.64212 0.0739 -0.0317 -0.0218
C -0.21003 3.94276 2.78135 -0.0195 -0.0038 -0.0062
C -1.52143 4.24615 3.06079 -0.0076 -0.0175 -0.0303
C -2.51604 3.80342 2.19483 0.0261 0.0034 0.0171
C -2.13528 3.06321 1.09303 -0.0320 0.0314 0.0085
N -0.86198 2.74124 0.81766 -0.0040 0.0208 -0.0195
H 1.96138 2.97534 2.28192 0.0079 -0.0086 -0.0045
H 3.87450 2.08200 1.69477 -0.0012 -0.0023 0.0017
H 5.19497 0.88911 -0.03011 0.0011 0.0026 0.0026
H 4.06581 0.22767 -2.17124 -0.0028 0.0001 -0.0012
H 1.67020 0.80015 -2.44599 -0.0017 -0.0018 0.0033
H 0.59283 4.26803 3.43124 0.0006 -0.0008 0.0017
H -1.76826 4.82007 3.94620 0.0014 -0.0015 0.0001
H -3.56192 4.00966 2.37444 -0.0004 0.0018 -0.0015
H -2.86071 2.66662 0.38247 0.0225 -0.0125 0.0055
C -1.36297 -0.46125 3.99694 -0.0256 -0.0121 -0.0087
Si -0.01789 -0.38861 2.59734 0.0444 -0.0209 -0.0139
C 1.31570 0.59818 3.63868 0.0049 0.0321 -0.0068
C 0.83688 -2.13221 2.75017 -0.0159 -0.0151 -0.0083
C 0.92615 -2.72417 4.01979 0.0064 0.0032 -0.0173
C 1.54224 -3.94699 4.23640 0.0068 -0.0131 -0.0101
C 2.09946 -4.62231 3.15722 -0.0039 0.0025 0.0208
C 2.02162 -4.05503 1.89487 -0.0063 0.0160 -0.0043
C 1.40189 -2.81984 1.65018 -0.0002 0.0323 0.0180
Si 1.35310 -2.17371 -0.19473 -0.0200 -0.0049 -0.0261
C 3.21014 -2.47220 -0.69604 0.0185 0.0018 0.0040
C 0.57291 -3.71653 -1.05373 0.0089 -0.0242 0.0152
H -0.97483 -0.68354 5.00002 0.0038 -0.0002 -0.0030
H -2.13203 -1.20259 3.75795 -0.0007 0.0040 0.0070
H -1.86195 0.51370 4.04765 0.0009 0.0020 -0.0018
H 1.52413 0.07614 4.58096 -0.0070 -0.0132 -0.0043
H 0.95371 1.60281 3.89364 0.0087 -0.0021 0.0025
H 2.26452 0.68440 3.09729 0.0048 0.0066 0.0012
H 0.49718 -2.20941 4.87514 0.0009 0.0003 -0.0003
H 1.58495 -4.37115 5.23589 0.0013 -0.0013 -0.0010
H 2.58364 -5.58480 3.29810 -0.0001 0.0010 0.0015
H 2.45333 -4.60186 1.06085 0.0010 0.0015 0.0010
H 3.53583 -3.50679 -0.52937 -0.0049 0.0017 0.0030
H 3.88779 -1.81470 -0.14095 0.0035 -0.0028 0.0001
H 3.33868 -2.25537 -1.76354 0.0036 -0.0036 0.0017
H 1.04306 -4.66049 -0.74664 -0.0029 0.0007 -0.0057
H 0.66600 -3.62692 -2.14090 0.0021 0.0071 -0.0047
H -0.49657 -3.77713 -0.83310 0.0010 -0.0044 -0.0072
C 0.10876 -0.52071 -5.49712 0.0597 -0.0091 -0.0061
S -0.52662 -1.39578 -4.05234 -0.0145 0.0545 -0.0308
C -2.27214 -1.40106 -4.50289 -0.0241 -0.0444 0.0017
H -0.04073 -1.10228 -6.40933 -0.0032 -0.0003 0.0018
H 1.17897 -0.36943 -5.35166 0.0074 0.0074 -0.0178
H -0.36939 0.45300 -5.62641 -0.0161 -0.0009 0.0191
H -2.69863 -0.39663 -4.46564 -0.0013 0.0044 0.0235
H -2.78394 -2.01571 -3.76490 -0.0145 0.0123 -0.0078
H -2.39284 -1.83406 -5.49864 0.0084 -0.0009 0.0053
```
Positions in Å, forces in eV/Å.